C9H9BO3S2 | ωB97M-V/def2-TZVPD

Calculated values
orbital gap: 7.405 eV
energy above the lowest of the compared OMol25 structures with the same formula, charge and spin: 0.00 kJ/mol

Geometry (Å):
B1 2.834 1.960 -1.091
C1 -1.528 -0.528 1.861
C2 0.292 -0.565 -1.508
C3 -2.741 -0.965 2.202
C4 1.467 -0.236 -1.993
C5 -1.183 -0.673 0.474
C6 -0.008 -0.349 -0.118
C7 3.631 -0.467 -0.444
C8 -3.562 -1.532 1.099
C9 2.514 0.493 -0.561
O1 4.405 -0.738 -1.320
O2 3.768 2.094 -2.049
O3 2.135 2.973 -0.536
S1 -2.540 -1.387 -0.407
S2 1.329 0.383 0.792
H1 -0.812 -0.096 2.537
H2 -0.488 -1.015 -2.109
H3 -3.150 -0.940 3.197
H4 1.978 -0.297 -2.924
H5 3.706 -0.939 0.561
H6 -3.801 -2.586 1.254
H7 -4.495 -0.984 0.947
H8 3.976 2.971 -2.374
H9 2.304 3.867 -0.839

---

C9H9BrN3S | ωB97M-V/def2-TZVPD

Calculated values
total charge: +1
orbital gap (spin up / spin down): 6.024 / 6.022 eV
SMILES: C=[N+]1N=C(Br)c2cnc(SC)c(C)c21
energy above the lowest of the compared OMol25 structures with the same formula, charge and spin: 102.11 kJ/mol

Geometry (Å):
C1 -0.837 -1.014 3.109
N1 -0.026 -1.218 2.119
N2 0.943 -2.178 2.267
C2 1.635 -2.292 1.090
Br1 2.978 -3.517 0.836
C3 1.012 -1.501 0.127
C4 1.439 -0.979 -1.052
N3 0.787 0.034 -1.615
C5 -0.269 0.617 -1.071
S1 -0.896 1.956 -1.983
C6 0.043 1.890 -3.521
C7 -0.590 0.466 0.279
C8 -1.578 1.270 0.934
C9 0.031 -0.661 0.854
H1 -0.888 -1.690 3.954
H2 -1.607 -0.255 3.064
H3 2.419 -1.354 -1.512
H4 1.035 2.307 -3.249
H5 -0.402 2.423 -4.335
H6 0.368 0.870 -3.892
H7 -2.068 2.110 0.400
H8 -2.310 0.783 1.496
H9 -1.219 1.934 1.700

---

C9H9ClINO2 | ωB97M-V/def2-TZVPD

Calculated values
orbital gap (spin up / spin down): 5.565 / 6.238 eV
spin multiplicity: 3

Geometry (Å):
C1 0.011 -0.582 0.607
C2 1.076 1.505 -0.125
C3 -0.798 0.194 1.422
C4 0.101 2.210 0.578
C5 0.932 0.102 -0.203
C6 -0.877 1.566 1.315
C7 1.921 -0.731 -0.849
C8 3.937 -0.813 -2.099
C9 -4.288 -0.742 0.651
N1 -4.685 -0.389 1.778
O1 1.912 -1.965 -0.813
O2 2.957 -0.092 -1.483
Cl1 -4.525 -2.331 -0.110
I1 -3.750 0.736 -0.662
H1 0.027 -1.578 0.714
H2 1.787 2.032 -0.734
H3 -1.438 -0.391 2.043
H4 0.059 3.369 0.607
H5 3.759 -1.958 -2.217
H6 4.882 -0.668 -1.564
H7 4.037 -0.396 -3.076
H8 -1.767 2.046 1.903
H9 -5.272 -1.123 2.317

---

Across the entries above, DFT total energy takes the values -1395.326078, -3484.468698, -1311.278195 hartree, respectively.